87
Properties=species:S:1:pos:R:3 method="wB97M-V/def2-TZVPD" e_above_lowest_kj_mol=30.4 molar_mass_g_mol=1154.92 e_tot_ha=-4827.62596 lumo_ev=3.815 total_charge=-2
Ba 0.6714 1.4787 1.5081
O 4.8392 2.1404 -0.9155
C 3.6774 1.6272 -0.6273
O 2.5997 2.1533 -0.8202
C 3.7664 0.1531 -0.2737
C 4.7991 -0.6968 -0.6918
C 4.5557 -2.0647 -0.5800
C 3.4725 -2.5309 0.0854
C 2.6247 -1.5976 0.7124
N 2.7441 -0.3092 0.4848
C 1.4612 -2.1024 1.5448
O 1.3668 -3.3056 1.6731
O 0.6738 -1.1740 1.9274
H 4.6785 3.0717 -1.1036
H 5.5733 -0.4109 -1.4030
H 5.2574 -2.7493 -1.0319
H 3.2214 -3.5776 0.2506
S 4.1040 6.3196 -3.0476
C 3.3307 5.8828 -1.6528
S 4.0825 5.3056 -0.2528
C 2.6761 4.7848 0.6240
C 1.4816 5.1043 0.0900
S -0.1422 4.5300 0.4871
S 1.6507 5.8200 -1.5102
S 3.1431 3.7116 1.9452
C -2.7457 -4.8672 2.8024
C -2.8199 -3.4313 3.2015
C -3.9192 -2.6475 3.0430
C -3.9411 -1.2942 3.3641
C -2.7880 -0.6682 3.7495
C -1.6051 -1.3860 3.7925
C -1.6422 -2.7697 3.6409
S -2.7830 1.1453 3.9081
O -3.1696 1.4262 5.3043
O -3.6946 1.5585 2.8819
N -1.2317 1.5094 3.4927
C -0.5313 2.4593 4.2703
C -1.2650 3.4776 4.9111
C -0.5789 4.4043 5.5929
C 0.8208 4.4552 5.6202
C 1.5124 3.4513 4.9207
N 0.8219 2.4560 4.2754
H -1.9296 -5.1159 2.1627
H -3.6426 -5.1504 2.2353
H -2.6990 -5.5967 3.6462
H -4.8474 -3.0982 2.6887
H -4.8310 -0.6630 3.1529
H -0.6920 -0.8255 3.9047
H -0.6960 -3.2715 3.5321
H -2.3657 3.3512 5.0556
H -1.1772 5.1448 6.0973
H 1.2758 5.2650 6.1425
H 2.6051 3.4015 4.9053
C -3.1328 -0.4027 -0.0468
Sb -1.2907 -0.8707 -1.0084
C -1.2179 -2.9632 -0.4648
C -2.0790 -1.2458 -2.9139
C -1.2699 -1.8565 -4.0221
C -1.1351 -3.2321 -4.0607
C -0.2790 -3.8937 -4.9334
C 0.3480 -3.1764 -5.9406
C 0.0317 -1.8400 -6.0838
C -0.7435 -1.1634 -5.1275
C -0.9158 0.3423 -5.3644
Sb 0.7242 1.6277 -4.6363
C 1.7925 0.0225 -3.7185
C -0.3870 2.4824 -2.9837
H -3.9254 -1.2046 -0.1250
H -3.4135 0.4895 -0.6299
H -2.9762 -0.1362 0.9953
H -2.2456 -3.3502 -0.7168
H -0.9708 -3.0284 0.6064
H -0.4120 -3.5205 -1.0173
H -2.5293 -0.2853 -3.2576
H -2.9464 -1.8929 -2.6524
H -1.6386 -3.8326 -3.2943
H -0.0422 -4.9423 -4.8300
H 0.9851 -3.6976 -6.6352
H 0.4617 -1.1750 -6.8712
H -1.7618 0.7129 -4.8662
H -1.0522 0.5406 -6.4398
H 1.2177 -0.5111 -2.9551
H 2.6443 0.4985 -3.1973
H 2.1309 -0.7666 -4.3907
H -1.1189 3.1502 -3.3908
H 0.3085 3.0774 -2.4066
H -0.9107 1.7589 -2.3378



79
Properties=species:S:1:pos:R:3 method="wB97M-V/def2-TZVPD" e_above_lowest_kj_mol=0.0 molar_mass_g_mol=867.85 s_squared=6.0538 e_tot_ha=-4984.38892 lumo_ev="-8.207 / -11.993" total_charge=+3 spin_multiplicity=5
Pd 1.7855 -0.0117 -0.0053
C 1.1172 5.2555 -2.1637
C 2.0368 4.1581 -1.7248
C 3.4129 4.3435 -1.6004
C 4.2308 3.3045 -1.1847
C 3.6227 2.0989 -0.9123
Br 4.5976 0.6180 -0.2436
N 2.3179 1.8776 -1.0436
C 1.5410 2.8958 -1.4275
H 1.6480 6.2008 -2.2413
H 0.2994 5.3861 -1.4553
H 0.6863 5.0319 -3.1393
H 3.8497 5.3084 -1.8221
H 5.2973 3.4288 -1.0710
H 0.4814 2.6809 -1.5220
C -1.8912 3.0224 0.3944
C -2.7713 2.4201 -0.6592
C -3.8906 3.1394 -1.0871
C -4.7341 2.6444 -2.0624
C -4.4799 1.4091 -2.6450
C -3.3768 0.6749 -2.2401
C -2.5381 1.1704 -1.2444
Sb -0.9328 -0.0279 -0.5516
C -1.1433 -1.5981 -2.0519
C -0.3972 -1.4213 -3.1870
C -0.5962 -2.2304 -4.3243
C -1.5284 -3.2846 -4.3105
C -2.2677 -3.5036 -3.1855
C -2.1013 -2.6849 -2.0328
C -2.9159 -2.9555 -0.8354
C -1.6408 -0.8117 1.2790
C -2.8273 -0.2999 1.7969
C -3.2648 -0.6948 3.0551
C -2.5118 -1.5936 3.7916
C -1.3274 -2.1030 3.2744
C -0.8715 -1.7213 2.0182
C 0.3965 -2.3123 1.4770
H -2.4764 3.3333 1.2608
H -1.3812 3.9104 0.0132
H -1.1246 2.3336 0.7624
H -4.0972 4.1041 -0.6420
H -5.5923 3.2231 -2.3735
H -5.1367 1.0224 -3.4108
H -3.1889 -0.2798 -2.7131
H 0.3288 -0.6154 -3.2487
H -0.0496 -2.0295 -5.2373
H -1.6480 -3.8993 -5.1925
H -2.9900 -4.3078 -3.1489
H -3.6507 -3.7383 -1.0001
H -3.4156 -2.0414 -0.4966
H -2.2698 -3.2439 0.0014
H -3.4268 0.3959 1.2221
H -4.1907 -0.3034 3.4513
H -2.8470 -1.9072 4.7705
H -0.7549 -2.8155 3.8533
H 0.8896 -2.9608 2.1991
H 1.1434 -1.5162 1.2475
H 0.2519 -2.8803 0.5541
S 1.1779 1.4301 1.8818
C 1.6369 0.7566 3.3669
C 2.5279 -0.3379 3.4886
C 2.8652 -0.8079 4.7315
C 2.3236 -0.2102 5.8790
C 1.4475 0.8712 5.7777
C 1.1104 1.3620 4.5397
H 2.9626 -0.7763 2.5952
H 3.5585 -1.6303 4.8349
H 2.5992 -0.5852 6.8547
H 1.0461 1.3277 6.6712
H 0.4435 2.2077 4.4409
N 4.4400 -4.4990 -0.4421
N 3.7499 -3.4735 -1.0296
N 3.5993 -3.3911 -2.3280
C 2.7950 -2.3456 -2.4406
N 2.4723 -1.8437 -1.2495
N 3.1059 -2.5847 -0.3437
H 4.9977 -4.9586 -1.1556
H 4.9955 -4.1449 0.3292
H 2.4592 -1.9650 -3.3867



75
Properties=species:S:1:pos:R:3 method="wB97M-V/def2-TZVPD" molar_mass_g_mol=538.66 e_tot_ha=-1751.13804 lumo_ev=-7.699 total_charge=+2
C 2.7721 7.0152 -2.8915
C 1.9713 5.7621 -2.5632
C 2.8533 4.5865 -2.0903
C 2.5729 4.1501 -0.6769
C 2.5679 5.0691 0.3806
C 2.2839 4.6845 1.6825
C 1.9752 3.3561 1.9465
C 1.9975 2.4225 0.9043
C 2.3037 2.8131 -0.3943
C 1.6709 1.0131 1.2274
O 2.0998 0.0501 0.6240
C 0.7317 0.8205 2.3852
C -0.0907 -0.4244 2.2983
C -1.1083 -0.3660 1.1516
F -0.7598 -0.6509 3.5124
C 0.7062 1.7091 3.3771
C 1.6217 2.8945 3.3191
O 2.0537 3.4069 4.3248
O 1.2481 5.2648 -3.6834
C 0.3618 6.1970 -4.2740
C -0.7327 6.6723 -3.3470
C -1.3162 5.7991 -2.4338
C -2.3424 6.2301 -1.6047
C -2.8002 7.5404 -1.6782
C -2.2201 8.4159 -2.5843
C -1.1901 7.9848 -3.4107
H 3.5588 7.1700 -2.1517
H 2.1470 7.9091 -2.8850
H 3.2479 6.9233 -3.8693
H 1.2686 5.9993 -1.7562
H 3.9096 4.8262 -2.2194
H 2.6284 3.7479 -2.7503
H 2.7904 6.1086 0.1711
H 2.2867 5.3937 2.4993
H 2.3249 2.0679 -1.1804
H 0.6033 -1.2532 2.1261
H -2.0712 -0.7517 1.4854
H -1.2708 0.6624 0.8287
H -0.7485 -0.9246 0.2889
H 0.0594 1.5929 4.2375
H -0.0886 5.6766 -5.1217
H 0.9022 7.0552 -4.6845
H -0.9705 4.7741 -2.3654
H -2.7972 5.5501 -0.8956
H -3.6016 7.8806 -1.0364
H -2.5554 9.4431 -2.6474
H -0.7326 8.6691 -4.1155
C -0.1002 -10.8804 -2.0928
N -0.4216 -9.7797 -1.1495
C -0.2324 -9.9775 0.1660
C -0.4948 -8.9800 1.0753
C -0.9566 -7.7444 0.6264
C -1.1531 -7.5687 -0.7396
C -0.8794 -8.6048 -1.6059
C -1.2233 -6.6345 1.5793
C -0.5915 -5.4050 1.4262
C -0.8626 -4.3867 2.3147
N -1.7305 -4.5648 3.3205
C -2.3488 -5.7442 3.4931
C -2.1119 -6.7970 2.6402
C -2.0187 -3.4445 4.2523
H -0.6781 -11.7582 -1.8165
H 0.9646 -11.0903 -2.0317
H -0.3587 -10.5698 -3.0991
H 0.1369 -10.9494 0.4623
H -0.3212 -9.1719 2.1252
H -1.5277 -6.6376 -1.1416
H -1.0194 -8.5147 -2.6732
H 0.1225 -5.2294 0.6333
H -0.3933 -3.4155 2.2418
H -3.0330 -5.8149 4.3270
H -2.6327 -7.7301 2.8050
H -1.7934 -3.7676 5.2653
H -3.0678 -3.1750 4.1590
H -1.3951 -2.6005 3.9774